w | ORCA calculation (ωB97M-V/def2-TZVPD) on a 2-piece molecular cluster, C5H9N3 overall.

Summary:
SMILES: [H]/N=C1/CC1=C.[H]/N=C/N
Net charge: 0
Kohn-Sham gap (alpha / beta) (eV): 7.23 / 6.87
Molecular weight (g mol⁻¹): 111.15
E_HOMO (alpha / beta) (eV): -8.0 / -7.9

Last columns: bonded neighbours and bond lengths (Å).
Geometry (Å):
1 H -0.2365 -0.5040 2.0212  N2 1.031
2 N -0.9524 -0.7721 1.3292  H1 1.031, C3 1.250
3 C -0.3762 -1.0475 0.2553  N2 1.250, C4 1.383, C5 1.439
4 C -0.7326 -1.4200 -1.0284  C3 1.383, C5 1.546, H7 1.078, H8 1.079
5 C 0.7468 -1.2207 -0.6276  C3 1.439, C4 1.546, C6 1.339
6 C 1.6040 -2.0437 -0.0110  C5 1.339, H9 1.087, H10 1.086
7 H -1.0047 -2.4436 -1.2315  C4 1.078
8 H -1.0990 -0.6662 -1.7077  C4 1.079
9 H 1.2931 -2.8433 0.6561  C6 1.087
10 H 2.6674 -1.9453 -0.2057  C6 1.086
11 H 1.8175 2.3436 0.2552  N12 1.026
12 N 0.9475 1.9931 0.6700  H11 1.026, C13 1.283
13 C -0.0480 2.3570 -0.0536  N12 1.283, N14 1.350, H15 1.103
14 N -1.3283 2.0508 0.2455  C13 1.350, H16 1.012, H17 1.023
15 H 0.0725 2.9434 -0.9804  C13 1.103
16 H -1.9660 1.9139 -0.5278  N14 1.012
17 H -1.4051 1.3044 0.9412  N14 1.023



x | ORCA calculation (ωB97M-V/def2-TZVPD) on a single C5H9N3 molecule.

Summary:
SMILES: NCCc1c[nH]cn1
Net charge: 0
Kohn-Sham gap (eV): 9.22
Molecular weight (g mol⁻¹): 111.15
E_HOMO (eV): -8.4

Last columns: bonded neighbours and bond lengths (Å).
Geometry (Å):
1 N 0.2865 1.9208 2.2525  C2 1.521, H9 1.000, H10 1.053
2 C 0.8618 1.8979 0.8450  N1 1.521, C3 1.559, H11 1.114, H12 1.161
3 C 1.3855 0.5052 0.3807  C2 1.559, C4 1.489, H13 1.045, H14 1.192
4 C 0.2903 -0.3244 -0.1936  C3 1.489, C5 1.447, N8 1.394
5 C 0.1415 -1.7566 -0.3386  C4 1.447, N6 1.364, H15 1.099
6 N -0.8944 -2.0351 -1.1803  C5 1.364, C7 1.381, H16 1.029
7 C -1.4832 -0.8290 -1.5052  N6 1.381, N8 1.362, H17 1.092
8 N -0.8437 0.1698 -0.8357  C4 1.394, C7 1.362
9 H -0.6739 2.1859 2.1700  N1 1.000
10 H 0.2193 1.0187 2.7914  N1 1.053
11 H 0.1317 2.2409 0.0763  C2 1.114
12 H 1.7013 2.6986 0.8101  C2 1.161
13 H 1.9080 0.1210 1.2007  C3 1.045
14 H 2.3424 0.5482 -0.3291  C3 1.192
15 H 0.8342 -2.5035 0.0749  C5 1.099
16 H -1.0260 -2.9705 -1.5886  N6 1.029
17 H -2.4508 -0.6856 -1.9915  C7 1.092



y | ORCA calculation (ωB97M-V/def2-TZVPD) on a single C5H9N3 molecule.

Summary:
SMILES: [H]/N=C1/NC[C@H]2[C@H](N)[C@@H]12
Net charge: 0
Kohn-Sham gap (eV): 9.27
Molecular weight (g mol⁻¹): 111.15
E_HOMO (eV): -8.4

Last columns: bonded neighbours and bond lengths (Å).
Geometry (Å):
1 H 1.6164 0.6880 2.2911  N2 0.955
2 N 1.2077 1.3277 1.7124  H1 0.955, C3 1.272
3 C 0.4788 0.8838 0.7688  N2 1.272, N4 1.408, C9 1.562
4 N -0.3920 1.8603 0.2474  C3 1.408, C5 1.615, H10 1.187
5 C -1.4023 0.9931 -0.6672  N4 1.615, C6 1.629, H11 1.214, H12 1.102
6 C -0.8997 -0.5558 -0.6372  C5 1.629, C7 1.458, C9 1.450, H13 1.108
7 C 0.4424 -1.1077 -0.7835  C6 1.458, N8 1.400, C9 1.476, H14 1.058
8 N 0.7386 -2.4655 -0.9544  C7 1.400, H15 1.021, H16 0.953
9 C -0.0178 -0.5749 0.5139  C3 1.562, C6 1.450, C7 1.476, H17 1.032
10 H -0.7581 2.9272 0.6163  N4 1.187
11 H -2.5425 1.3667 -0.4831  C5 1.214
12 H -0.9609 1.3801 -1.6003  C5 1.102
13 H -1.5964 -1.4005 -0.8065  C6 1.108
14 H 1.1387 -0.7031 -1.4692  C7 1.058
15 H 0.4065 -3.0568 -0.1915  N8 1.021
16 H 0.3626 -2.7689 -1.7756  N8 0.953
17 H -0.1546 -1.3214 1.2125  C9 1.032



z | ORCA calculation (ωB97M-V/def2-TZVPD) on a single C5H9N3 molecule.

Summary:
SMILES: [H]/N=C(N=C)/C(C)=N\C
Net charge: 0
Kohn-Sham gap (eV): 9.71
Molecular weight (g mol⁻¹): 111.15
E_HOMO (eV): -9.0

Last columns: bonded neighbours and bond lengths (Å).
Geometry (Å):
1 H 1.0519 0.5559 -2.5736  N2 1.019
2 N 0.2947 0.1073 -2.0604  H1 1.019, C3 1.239
3 C 0.4059 -0.0193 -0.8328  N2 1.239, N4 1.502, C6 1.506
4 N 1.4473 0.5104 0.1102  C3 1.502, C5 1.250
5 C 2.4635 -0.1193 0.4758  N4 1.250, H10 1.087, H11 1.096
6 C -0.6634 -0.3947 0.1584  C3 1.506, C7 1.494, N8 1.261
7 C -0.5890 -1.8030 0.6505  C6 1.494, H12 1.089, H13 1.090, H14 1.091
8 N -1.6259 0.3555 0.4750  C6 1.261, C9 1.428
9 C -1.7179 1.7302 0.0992  N8 1.428, H15 1.096, H16 1.099, H17 1.093
10 H 3.2740 0.4275 0.9498  C5 1.087
11 H 2.6708 -1.1591 0.1967  C5 1.096
12 H -1.4659 -2.0433 1.2492  C7 1.089
13 H -0.5563 -2.5050 -0.1826  C7 1.090
14 H 0.3090 -1.9536 1.2515  C7 1.091
15 H -1.4788 2.3480 0.9727  C9 1.096
16 H -1.0710 2.0305 -0.7374  C9 1.099
17 H -2.7491 1.9321 -0.2022  C9 1.093



Which is most stable? The ranking, best first, is x, z, y, w.